Below is C3H12N3 as an isolated structure at a distorted geometry, with properties calculated with the ωB97M-V functional and the def2-TZVPD basis.

CARTESIAN COORDINATES (ANGSTROEM)
C (0.6680, 2.3182, -0.6093)
N (-0.4968, 1.4537, -1.1215)
H (0.5988, 2.5965, 0.4224)
H (1.6061, 1.7435, -0.8045)
H (0.7697, 3.2974, -1.1015)
H (-1.2603, 2.1062, -1.2367)
H (-0.6290, 0.3254, -0.5100)
H (-0.2316, 1.1174, -2.0509)
C (-0.8291, -1.9284, -0.3861)
N (0.8117, -1.5622, 1.8204)
C (-0.0413, -0.6209, 1.4109)
N (-0.7283, -0.6538, 0.2954)
H (0.0546, -2.1279, -1.0460)
H (-1.7438, -2.0103, -1.0062)
H (-1.0103, -2.7531, 0.3340)
H (1.0261, -2.2061, 1.0344)
H (1.5237, -1.3640, 2.4919)
H (-0.0883, 0.2686, 2.0633)

Summary:
ΔE to the lowest compared entry with this formula, charge and spin   1.564 eV
Total charge   +2
Multiplicity   2
<S²>   0.77

Here are the Mulliken charges for atoms 1 to 5, given in e: -0.854, -0.504, 0.335, 0.351, 0.349